ORCA calculation (wB97M-V/def2-TZVPD) on the molecule C5H8N2 at a distorted geometry.

Calculated values
- net charge = 0
- LUMO energy (hartree) = 0.0274
- HOMO energy (Eh) = -0.29724
- ΔE to the lowest compared entry with this formula, charge and spin (kcal/mol) = 80.7
- orbital gap (eV) = 8.835
- total energy (hartree) = -304.70687

Last column: Löwdin charge in e.
Geometry (Å):
H: -0.65 1.24 1.74  0.13
H: 2.62 -1.39 -0.37  0.07
H: 3.17 0.29 -0.59  0.07
H: -0.06 -1.39 -1.03  0.13
H: -2.74 -1.08 -0.30  0.09
H: 3.01 -0.38 1.03  0.07
C: 2.56 -0.38 0.03  -0.09
C: 0.02 -0.52 -0.39  -0.03
N: -1.08 0.14 0.02  -0.18
H: -2.61 0.25 -1.48  0.09
C: 1.15 0.10 0.10  -0.34
H: -3.08 0.59 0.20  0.09
C: 0.76 1.28 0.78  -0.05
C: -2.45 -0.04 -0.43  -0.03
N: -0.62 1.29 0.70  -0.01